The following is a quantum chemistry calculation of a molecular structure, C4H13N, from the Open Molecules 2025 dataset.

Structure (XYZ):
```
18
Properties=species:S:1:pos:R:3:forces:R:3
C 1.471 -1.097 0.510 0.0 0.1 -0.1
C 1.264 1.263 -0.159 0.0 -0.2 0.0
N 1.089 -0.139 -0.522 6.1 -0.8 -4.1
H 1.910 -0.336 -1.427 -3.0 0.8 3.3
H 0.754 -1.013 1.326 0.1 0.0 0.1
H 2.499 -0.940 0.856 -0.2 0.1 0.3
H 1.419 -2.100 0.093 -0.1 -0.1 0.0
H 0.621 1.475 0.695 0.1 0.1 0.1
H 0.949 1.884 -0.995 -0.1 0.0 0.0
H 2.309 1.501 0.070 -0.2 0.0 0.2
C -1.539 -0.381 -0.627 1.9 -0.6 -2.3
C -2.112 0.285 0.605 0.5 0.1 0.0
H -1.910 1.357 0.605 0.0 0.1 0.1
H -1.687 -0.134 1.518 0.0 0.0 0.2
H -3.197 0.160 0.671 0.0 0.0 0.0
H -1.926 0.068 -1.541 -0.8 -0.2 -0.1
H -1.706 -1.456 -0.619 -0.6 -0.1 -0.1
H -0.209 -0.398 -1.059 -3.7 0.6 2.5
```
Forces are in eV/Å.

Total energy = -214.8251 a.u.
ΔE to the lowest compared entry with this formula, charge and spin = 67.8 kcal/mol
Kohn-Sham gap = 7.85 eV
Total charge = 0
LUMO = 0.0305 Ha
HOMO level = -7.020 eV

Atomic partial charges in e from the Löwdin method, atoms 1 to 4: -0.1310, -0.1296, -0.2866, 0.2232

The following is a quantum chemistry calculation of a single C5H5NO3S2 molecule, from the Open Molecules 2025 dataset.

Structure (XYZ):
```
16
Properties=species:S:1:pos:R:3:forces:R:3
C -2.159 -1.083 0.958 0.0 0.8 -0.7
C -1.366 -2.160 0.870 0.2 -0.5 0.6
C -1.248 0.054 1.108 0.3 -2.5 -1.4
C 0.095 -0.261 1.057 -0.3 0.2 0.5
C 1.829 1.432 -0.499 1.3 -1.1 3.0
N -1.693 1.355 0.946 -1.9 2.1 1.1
O -2.892 1.554 1.120 0.2 -0.2 -0.3
O -0.903 2.258 0.745 0.7 0.0 -0.4
O 2.551 0.084 1.776 0.5 -0.2 -0.2
S 0.310 -1.999 1.053 0.4 2.2 -0.1
S 1.455 0.934 1.281 -0.8 -0.4 -0.5
H -3.263 -1.118 0.711 1.6 0.5 0.8
H -1.594 -3.164 0.816 -1.2 -1.9 -0.3
H 1.580 0.829 -1.291 -1.0 -1.8 -1.5
H 2.899 1.369 -0.373 0.5 0.5 -0.2
H 1.467 2.390 -0.606 -0.6 2.1 -0.2
```
Forces are in eV/Å.

Total energy = -1270.2083 a.u.
ΔE to the lowest compared entry with this formula, charge and spin = 89.6 kcal/mol
Kohn-Sham gap = 8.32 eV
Total charge = 0
LUMO = -0.0343 Ha
HOMO level = -9.257 eV

Atomic partial charges in e from the Löwdin method, atoms 1 to 4: -0.0569, -0.4392, -0.2741, -0.5625

The following is a quantum chemistry calculation of a molecular structure, C33H36F3N4O5PRuS, from the Open Molecules 2025 dataset.

Structure (XYZ):
```
84
Properties=species:S:1:pos:R:3:forces:R:3
Ru -0.102 0.464 -0.763 -1.3 -0.2 -0.9
C 1.470 -2.548 -0.548 -0.1 -0.2 -0.2
C 0.611 -2.684 -1.804 0.0 0.3 0.1
C 0.962 -1.608 -2.830 -0.1 -0.2 0.1
C -0.884 -2.648 -1.471 0.0 -0.3 0.0
C -1.413 -3.932 -0.805 0.2 0.1 -0.2
O -2.171 -3.454 0.318 -0.3 0.0 0.2
C -1.979 -2.129 0.405 0.3 -0.1 -0.3
N -1.252 -1.603 -0.505 0.9 0.6 0.3
C -2.715 -1.457 1.486 -0.2 0.0 0.3
C -3.810 -2.141 2.019 0.0 -0.1 -0.1
C -4.625 -1.550 2.966 0.0 0.1 0.0
C -4.361 -0.257 3.391 0.0 0.0 0.1
C -3.253 0.413 2.903 0.1 0.0 -0.1
C -2.415 -0.172 1.955 0.2 -0.2 -0.2
P -0.940 0.782 1.462 0.0 1.4 -1.4
C -1.633 2.474 1.395 -0.1 0.0 0.2
C -1.337 3.487 2.302 -0.1 -0.1 -0.1
C -1.942 4.729 2.170 0.0 0.1 0.0
C -2.844 4.963 1.145 0.0 0.0 0.1
C -3.147 3.951 0.244 0.0 0.0 0.0
C -2.538 2.715 0.359 0.0 -0.1 0.1
C 0.119 0.775 2.931 0.3 -0.2 -0.3
C -0.094 -0.047 4.033 0.0 0.1 -0.1
C 0.775 0.017 5.113 0.0 -0.1 0.1
C 1.871 0.865 5.084 0.0 0.0 0.0
C 2.110 1.660 3.969 0.0 0.0 0.0
C 1.236 1.615 2.897 -0.1 -0.1 0.0
H 2.522 -2.668 -0.799 0.0 0.0 0.0
H 1.214 -3.302 0.200 0.0 0.0 0.0
H 1.332 -1.562 -0.097 0.0 -0.1 0.0
H 0.814 -3.660 -2.257 0.0 0.0 -0.1
H 0.777 -0.596 -2.424 0.2 -0.1 -0.3
H 0.364 -1.709 -3.737 0.0 0.1 0.0
H 2.015 -1.679 -3.100 0.0 0.2 0.0
H -1.434 -2.435 -2.392 0.0 0.0 0.0
H -0.609 -4.570 -0.433 0.0 0.0 0.0
H -2.071 -4.517 -1.443 0.0 0.0 0.0
H -4.030 -3.140 1.673 0.0 0.0 0.0
H -5.473 -2.091 3.363 0.0 0.0 0.0
H -5.009 0.229 4.108 0.0 0.0 0.0
H -3.028 1.414 3.247 -0.1 0.0 0.0
H -0.646 3.315 3.115 0.0 0.0 0.0
H -1.706 5.511 2.879 0.0 0.0 0.0
H -3.313 5.934 1.050 0.0 0.0 0.0
H -3.860 4.130 -0.551 0.0 0.0 0.0
H -2.761 1.924 -0.351 0.0 0.1 0.0
H -0.936 -0.726 4.049 0.0 0.0 0.1
H 0.596 -0.605 5.980 0.0 0.0 0.0
H 2.545 0.908 5.929 0.0 0.0 0.0
H 2.976 2.307 3.940 0.0 0.0 0.0
H 1.385 2.253 2.031 0.0 0.1 0.1
N 2.428 0.931 -0.471 -1.1 -0.1 0.1
C 3.487 -0.001 -0.402 0.3 -0.4 0.2
C 4.253 -0.274 -1.533 -0.1 0.0 -0.1
C 5.249 -1.235 -1.482 -0.2 0.2 0.3
C 5.454 -1.894 -0.283 1.4 -1.3 0.1
C 4.724 -1.638 0.861 -0.1 0.3 -0.2
C 3.732 -0.674 0.795 -0.1 0.2 0.0
S 6.734 -3.226 -0.288 -2.9 3.0 0.2
O 7.917 -2.603 -0.827 0.7 -0.6 -0.2
O 6.108 -4.195 -1.179 0.8 -0.9 -0.2
O 6.850 -3.686 1.075 0.4 -0.6 0.1
H 2.340 1.461 0.386 0.1 0.1 -0.1
H 2.533 1.563 -1.256 0.0 0.1 0.1
H 4.063 0.268 -2.453 0.0 0.0 0.0
H 5.863 -1.467 -2.341 0.0 0.1 -0.1
H 4.933 -2.181 1.771 0.0 0.0 0.1
H 3.125 -0.447 1.664 0.0 0.0 0.0
C -2.741 1.949 -5.581 0.0 -0.2 0.0
N -2.455 1.749 -4.173 0.0 0.2 -0.1
C -2.317 0.568 -3.551 0.0 0.0 0.2
N -2.526 -0.553 -4.299 0.0 0.1 -0.2
O -2.017 0.487 -2.348 0.1 -0.2 0.3
H -2.799 3.016 -5.772 0.0 0.0 0.0
H -3.700 1.504 -5.857 0.0 0.0 0.0
H -1.954 1.536 -6.216 0.0 0.0 0.0
H -2.201 2.554 -3.626 0.1 -0.1 0.1
H -2.918 -0.484 -5.222 0.0 0.0 0.0
H -2.702 -1.402 -3.794 0.0 0.0 0.0
F -0.786 3.227 -2.246 -0.4 -0.4 -0.1
C 0.125 2.386 -1.733 1.2 -0.8 2.5
F 0.734 3.132 -0.726 0.1 0.5 -0.3
F 1.103 2.282 -2.696 -0.2 0.0 -0.4
```
Forces are in eV/Å.

Total energy = -3008.1005 a.u.
Spin multiplicity = 2
ΔE to the lowest compared entry with this formula, charge and spin = 6.3 kcal/mol
Kohn-Sham gap (alpha / beta) = 8.05 / 4.45 eV
Total charge = +1
LUMO (alpha / beta) = -0.1087 / -0.2353 Ha
HOMO level (alpha / beta) = -11.007 / -10.853 eV

Atomic partial charges in e from the Löwdin method, atoms 1 to 4: 0.8882, -0.0556, -0.3595, -0.0472

The following is a quantum chemistry calculation of a molecular structure, CH2O3P2, from the Open Molecules 2025 dataset.

Structure (XYZ):
```
8
Properties=species:S:1:pos:R:3:forces:R:3
C 2.598 -0.294 -0.617 -1.1 -2.1 -1.2
O 2.035 -1.210 -1.023 1.2 -0.2 0.7
O 3.726 2.124 0.098 0.6 0.6 0.6
O 1.333 0.991 -0.191 0.1 1.3 0.5
P 2.962 1.551 -0.988 -1.0 0.6 -0.1
P -0.306 0.694 -0.327 1.4 -2.2 -0.9
H -0.424 -0.192 0.789 0.0 0.5 0.3
H 0.007 -0.631 -1.013 -1.0 1.4 0.1
```
Forces are in eV/Å.

Total energy = -947.6708 a.u.
ΔE to the lowest compared entry with this formula, charge and spin = 66.9 kcal/mol
Kohn-Sham gap = 8.71 eV
Total charge = 0
LUMO = -0.0388 Ha
HOMO level = -9.765 eV

Atomic partial charges in e from the Löwdin method, atoms 1 to 4: -0.2582, 0.0831, -0.4232, -0.8405

The following is a quantum chemistry calculation of a single C3H10N2Si molecule, from the Open Molecules 2025 dataset.

Structure (XYZ):
```
16
Properties=species:S:1:pos:R:3:forces:R:3
C 0.918 -1.268 -1.121 0.8 -1.8 0.5
C 1.169 -0.987 0.340 -1.6 0.9 0.8
C -1.480 2.075 0.075 -0.5 0.0 0.3
N 0.818 -0.236 -2.025 -0.4 1.4 -1.2
N -0.562 1.286 0.792 0.0 1.5 -0.5
Si -0.452 -0.313 1.210 2.2 -2.1 0.2
H 1.813 -1.856 -1.422 -0.1 -0.1 -0.4
H 0.074 -1.955 -1.279 0.1 0.0 0.1
H 1.471 -1.886 0.872 0.0 -0.1 0.0
H 1.935 -0.227 0.472 0.2 0.0 0.0
H -2.469 1.621 -0.042 -0.1 0.1 -0.1
H -1.581 3.038 0.588 0.0 0.1 -0.2
H -1.086 2.294 -0.925 0.1 0.0 -0.1
H 1.318 0.592 -1.707 0.2 0.0 0.2
H -1.487 -1.318 0.930 -0.5 0.1 -0.1
H -0.041 -0.353 2.618 -0.3 0.1 0.4
```
Forces are in eV/Å.

Total energy = -519.1608 a.u.
Spin multiplicity = 3
ΔE to the lowest compared entry with this formula, charge and spin = 0.0 kcal/mol
Kohn-Sham gap (alpha / beta) = 10.01 / 8.09 eV
Total charge = 0
LUMO (alpha / beta) = 0.0370 / -0.0502 Ha
HOMO level (alpha / beta) = -9.003 / -9.452 eV

Atomic partial charges in e from the Löwdin method, atoms 1 to 4: -0.4663, -0.3122, -0.2179, 0.0874

The following is a quantum chemistry calculation of a molecular structure, C25H44Cl3N4O3SiTb, from the Open Molecules 2025 dataset.

Structure (XYZ):
```
81
Properties=species:S:1:pos:R:3:forces:R:3
C -1.677 -1.943 -3.696 -0.1 0.2 -0.2
C -1.280 -2.770 -2.520 -0.4 -2.1 1.6
H -1.752 -2.585 -4.560 -0.2 0.0 -0.5
H -0.950 -1.127 -3.882 -0.4 -0.6 0.0
H -2.647 -1.475 -3.497 0.0 0.0 -0.1
C -0.624 -3.956 -2.550 -1.0 0.9 0.1
C -0.255 -4.641 -3.810 0.4 -0.3 -0.3
H -0.376 -4.450 -1.607 -0.2 0.0 -0.3
H 0.017 -3.932 -4.610 0.0 -0.3 0.2
H -1.078 -5.278 -4.169 0.3 0.0 -0.1
H 0.602 -5.280 -3.591 0.1 -0.2 -0.4
Tb 0.342 1.765 0.625 0.0 -4.1 -1.2
Cl -2.292 1.557 0.433 0.2 0.4 0.0
Cl 2.097 3.430 0.042 0.4 0.7 0.1
H 0.959 5.460 4.119 0.0 -0.1 -0.1
H -1.369 6.624 3.270 0.0 -0.1 0.0
C 1.065 5.162 3.072 -0.1 0.0 0.0
C -1.075 6.221 2.298 -0.2 0.0 -0.2
N -0.261 5.028 2.464 0.1 -0.1 0.2
H 1.572 4.196 2.992 0.0 0.4 0.1
C -0.721 3.835 2.168 0.0 0.2 0.5
O -0.054 2.782 2.414 -1.0 1.7 1.1
H -1.973 5.958 1.732 0.2 0.1 0.1
H -1.709 3.768 1.656 0.5 0.0 0.4
H 1.625 5.936 2.538 -0.1 -0.2 0.0
H -0.515 6.991 1.763 0.0 -0.2 0.0
H 1.376 -1.065 -2.748 0.5 0.0 0.4
H 2.231 -3.691 -1.533 0.1 0.3 0.0
C 2.424 -0.886 -2.429 -0.4 0.0 -0.6
C 3.108 -3.041 -1.402 -0.1 -0.2 0.1
N 2.713 -1.654 -1.218 0.2 0.9 0.9
H 2.562 0.189 -2.251 0.0 -0.5 0.1
C 2.572 -1.108 0.005 -0.5 0.5 -1.7
O 2.118 0.056 0.191 0.5 -0.9 0.4
H 3.665 -3.370 -0.522 0.0 -0.1 -0.1
H 2.898 -1.784 0.818 -0.2 0.4 -0.1
H 3.102 -1.227 -3.233 -0.2 0.2 0.5
H 3.738 -3.128 -2.296 -0.1 0.1 0.3
O -0.459 -1.273 -1.648 2.3 2.4 2.5
C -1.454 -2.058 -1.179 0.0 -0.1 -1.7
C -0.022 -3.129 0.660 0.1 0.1 0.1
C -1.270 -2.870 0.100 -0.1 0.4 -1.0
H 0.862 -2.633 0.236 -0.7 -0.3 0.1
C 0.091 -4.009 1.738 -0.2 0.2 -0.2
H -2.422 -1.509 -1.141 -0.1 -0.3 0.3
C -2.419 -3.448 0.622 0.1 -0.3 0.2
H 1.082 -4.194 2.166 -0.4 -0.1 0.0
C -1.057 -4.645 2.222 -0.1 -0.1 0.0
C -2.316 -4.370 1.661 0.3 0.1 0.0
H -3.370 -3.158 0.163 0.2 -0.3 0.2
H -0.966 -5.375 3.030 -0.1 0.2 -0.2
H -3.212 -4.875 2.019 0.2 0.1 0.1
Si -0.524 3.133 -2.927 0.4 1.7 0.3
Cl 0.034 1.262 -1.968 -0.9 1.3 -2.0
C 1.078 4.078 -3.214 0.4 -0.1 0.0
C -1.623 4.214 -1.788 0.0 -0.2 0.2
C -1.339 3.044 -4.602 -0.3 -0.5 -0.1
H 1.900 3.685 -2.620 0.0 -0.1 0.0
H 1.025 5.140 -2.959 -0.3 -0.1 0.1
H 1.401 4.048 -4.257 -0.1 -0.2 -0.1
H -0.653 2.626 -5.334 0.1 -0.2 -0.1
H -1.643 4.022 -5.010 0.3 -0.1 0.6
H -2.241 2.435 -4.591 -0.1 -0.2 -0.1
H -1.551 3.859 -0.752 -0.1 0.1 -0.2
H -2.691 4.163 -2.055 0.4 -0.2 0.1
H -1.345 5.287 -1.784 0.2 -0.6 -0.3
C 2.526 -1.242 4.911 0.2 -0.2 0.3
C 1.313 -0.987 4.107 -1.1 0.0 -0.2
C -0.024 -1.328 4.293 0.6 0.4 -0.4
C -0.740 -0.773 3.202 1.7 0.1 0.0
N 0.130 -0.153 2.369 -0.2 0.2 0.7
N 1.355 -0.281 2.966 -0.3 -0.1 -0.2
C -2.199 -0.856 3.001 -0.3 0.0 -0.1
H 2.469 -0.714 5.864 0.1 0.0 0.0
H 2.617 -2.310 5.123 0.1 0.1 0.0
H 3.424 -0.914 4.390 0.0 0.0 0.0
H -0.432 -1.910 5.098 -0.1 0.0 0.1
H 2.183 0.112 2.529 -0.3 -0.2 -0.1
H -2.698 -0.719 3.969 0.1 0.0 -0.3
H -2.528 -0.095 2.294 -0.1 -0.1 0.1
H -2.469 -1.847 2.620 0.1 0.2 0.0
```
Forces are in eV/Å.

Total energy = -3918.4200 a.u.
Spin multiplicity = 7
ΔE to the lowest compared entry with this formula, charge and spin = 33.6 kcal/mol
Kohn-Sham gap (alpha / beta) = 5.11 / 5.14 eV
Total charge = 0
LUMO (alpha / beta) = 0.0013 / 0.0023 Ha
HOMO level (alpha / beta) = -5.074 / -5.079 eV

Atomic partial charges in e from the Löwdin method, atoms 1 to 4: -0.0477, -0.2819, 0.0592, 0.0765